[1]
Density functional theory data (ωB97M-V/def2-TZVPD) for C6H9N in the gas phase at a distorted geometry.

The geometry in XYZ format:
```
16
Properties=species:S:1:pos:R:3:forces:R:3
C 0.348106 -1.869777 1.029598 -0.31 -0.05 -0.11
C 0.325591 -0.642548 0.177894 0.95 0.60 -0.01
C 1.312102 -0.323446 -0.828176 -0.61 -0.55 0.66
C 0.962988 0.874668 -1.359555 -0.86 0.90 -0.46
N -0.221196 1.294336 -0.774907 -0.05 -0.13 1.45
C -0.534071 0.415079 0.251579 -0.85 -0.78 -0.40
C -1.789969 0.384224 1.080401 0.13 0.15 0.22
H 0.564358 -1.679736 2.081990 0.25 0.16 -0.03
H -0.611472 -2.393368 1.043685 -0.02 -0.03 -0.22
H 1.097724 -2.538031 0.616043 0.05 -0.25 0.21
H 2.109950 -1.009021 -1.058145 0.20 0.28 -0.35
H 1.283438 1.517073 -2.157344 0.70 -0.26 -0.17
H -0.548379 2.252778 -0.718505 0.24 -0.31 -0.43
H -2.382419 -0.497656 0.825185 -0.01 0.04 -0.08
H -2.449238 1.244913 1.009295 0.11 0.22 -0.27
H -1.547241 0.284152 2.141315 0.09 0.01 -0.02
```
Positions in Å, forces in eV/Å.

Output
multiplicity: 1
orbital gap: 0.327 Eh
SMILES: Cc1cc[nH]c1C

[2]
Density functional theory data (ωB97M-V/def2-TZVPD) for C6H9N in the gas phase at a distorted geometry.

The geometry in XYZ format:
```
16
Properties=species:S:1:pos:R:3:forces:R:3
C 1.759183 -0.515360 -0.055140 0.61 -1.27 -0.65
C -0.006439 0.255395 1.385771 -1.19 -1.36 -1.06
C 0.307430 -0.551242 0.063689 0.70 3.30 0.62
C 0.156825 0.919822 0.112447 -3.90 0.07 -0.41
C -0.537093 -1.600767 -0.458182 0.34 -2.62 -2.30
C -0.822177 1.784366 -0.581778 0.71 1.63 0.88
N 2.296584 0.580664 -0.076403 3.31 0.89 -0.10
H 2.330552 -1.385576 -0.215978 0.88 -1.51 -0.04
H -1.092898 0.030884 1.542214 0.96 0.48 1.13
H 0.797263 0.082747 2.086507 -0.41 0.48 0.60
H -1.102761 -1.982296 0.348021 -0.77 -0.74 0.88
H 0.177284 -2.464972 -0.797552 -1.52 1.34 0.39
H -1.286557 -1.415068 -1.279518 1.08 0.27 0.58
H -0.588071 2.790612 -0.122575 -1.11 -0.72 -0.05
H -1.886367 1.420138 -0.327155 1.28 0.87 -0.98
H -0.502753 2.050651 -1.624373 -0.97 -1.12 0.50
```
Positions in Å, forces in eV/Å.

Output
multiplicity: 3
expectation value of S²: 2.01
orbital gap (alpha / beta): 0.294 / 0.311 Eh

[3]
Density functional theory data (ωB97M-V/def2-TZVPD) for a molecular structure, C6H9N2 at a distorted geometry.

The geometry in XYZ format:
```
17
Properties=species:S:1:pos:R:3:forces:R:3
C 1.366394 -1.720575 0.154803 0.10 0.55 1.10
C 0.088953 -1.058228 -0.070068 -0.92 -0.75 -0.76
C 0.362709 -0.499801 1.368149 1.13 -0.51 1.44
C 0.360157 0.916836 0.720730 -1.67 -0.39 -0.26
C -0.080223 0.375353 -0.644070 -0.11 -1.24 0.08
C -1.416068 0.834189 -1.187494 0.67 1.48 1.12
N -0.790683 -1.122729 1.131510 -0.24 1.31 -1.26
N 1.513920 -1.503138 1.444094 -1.17 1.73 0.99
H 2.257439 -1.966306 -0.379957 -0.08 -0.63 -1.28
H -0.467695 1.519655 1.065131 0.30 0.24 1.00
H 1.252726 1.433676 0.555834 1.49 0.68 0.72
H 0.755990 0.596720 -1.274270 0.07 -0.07 -1.12
H -2.331908 0.713348 -0.534350 1.35 0.12 -0.60
H -1.573069 0.464399 -2.154825 -0.49 -0.89 -1.31
H -1.152988 1.899452 -1.375425 -0.98 -0.24 0.28
H -1.348880 -1.823754 1.550519 0.15 -1.21 0.23
H 1.875138 -1.930920 2.286721 0.40 -0.19 -0.35
```
Positions in Å, forces in eV/Å.

Output
net charge: +1
multiplicity: 1
orbital gap: 0.342 Eh

[4]
Density functional theory data (ωB97M-V/def2-TZVPD) for 2 unconnected molecules or ions with the total composition C6H9N2 at a distorted geometry.

The geometry in XYZ format:
```
17
Properties=species:S:1:pos:R:3:forces:R:3
C 1.784647 -0.991349 0.566566 -6.95 -0.44 -2.02
C 2.915055 -0.680131 0.753840 5.24 1.27 0.99
C -2.537101 0.405406 0.594534 -0.35 -1.67 1.34
C 0.348229 -1.127690 0.142049 2.35 0.56 0.34
C -1.740844 0.456047 -0.625493 0.95 -2.78 -2.71
C -0.110054 0.265736 -0.524553 -0.50 0.31 0.02
N 5.385286 1.331416 -0.330884 0.08 0.30 -0.13
N 5.373567 0.318146 0.065986 -0.18 -0.31 0.16
H -3.521947 -0.074536 0.547186 0.33 -0.71 -0.74
H -1.940611 -0.223076 1.280994 -0.64 0.35 0.40
H -2.901707 1.279753 1.056213 0.73 1.69 0.53
H 0.426580 -1.871896 -0.637330 -0.83 -0.61 0.00
H -0.134609 -1.352552 1.092343 -0.82 -0.23 -0.45
H -1.950459 1.261875 -1.313564 0.49 0.76 0.12
H -1.899338 -0.455912 -1.282893 -0.45 0.71 0.82
H 0.326868 0.428836 -1.534973 -0.14 -0.34 0.90
H 0.176446 1.029921 0.149985 0.70 1.15 0.45
```
Positions in Å, forces in eV/Å.

Output
net charge: +1
multiplicity: 1
orbital gap (alpha / beta): 0.231 / 0.166 Eh

[5]
Density functional theory data (ωB97M-V/def2-TZVPD) for 2 unconnected molecules or ions with the total composition C6H9N2O2 at a distorted geometry.

The geometry in XYZ format:
```
19
Properties=species:S:1:pos:R:3:forces:R:3
C 1.958046 -3.027367 2.270792 -0.23 -0.42 0.74
C 0.958893 -2.061371 1.626395 0.92 0.72 -0.87
O 1.419471 -1.409283 0.626806 0.49 -0.58 0.19
O -0.154382 -1.943280 2.135002 -0.31 -0.20 0.23
H 2.027217 -2.732951 3.322266 -0.01 -0.17 0.03
H 2.971013 -3.094014 1.881143 -0.10 0.41 -0.42
H 1.538621 -4.033970 2.244785 -0.11 -0.06 0.11
C -1.576805 2.997572 -2.516912 -1.08 -0.54 -0.18
C -0.619994 1.101656 0.319392 0.54 0.56 0.24
C -1.007421 1.960786 -1.610773 -0.10 0.27 0.31
C -0.332328 0.789510 -1.803041 0.99 -0.50 -0.13
N -1.173978 2.147414 -0.260452 -0.53 0.04 0.20
N -0.039698 0.283991 -0.564554 0.19 -0.14 -0.21
H -0.550894 0.955772 1.387321 0.01 -0.14 -0.09
H 0.724480 -0.434455 -0.285889 -1.30 -0.02 0.44
H 0.081756 0.208700 -2.614891 -0.30 0.52 -0.46
H -1.451930 2.775736 -3.576455 0.57 0.30 -0.02
H -1.326381 4.006882 -2.207499 0.64 0.10 -0.27
H -2.662533 3.004060 -2.406063 -0.26 -0.17 0.14
```
Positions in Å, forces in eV/Å.

Output
net charge: -1
multiplicity: 1
orbital gap: 0.311 Eh

[6]
Density functional theory data (ωB97M-V/def2-TZVPD) for 2 unconnected molecules or ions with the total composition C6H9N2O2 at a distorted geometry.

The geometry in XYZ format:
```
19
Properties=species:S:1:pos:R:3:forces:R:3
C 2.777815 2.032664 -2.142098 0.69 0.17 -0.85
C 0.978330 -0.769396 -0.880885 0.36 -0.06 0.20
C 0.974163 1.351720 -0.431727 -0.70 0.06 -0.35
C 1.811406 1.108517 -1.491614 1.04 0.13 1.48
N 0.383528 0.159547 -0.116803 0.00 0.71 0.38
N 1.905622 -0.246280 -1.660985 -0.60 -0.25 -1.02
H -0.386842 0.091982 0.597902 0.38 -0.85 -0.19
H 0.805598 -1.828024 -0.781416 -0.21 0.01 0.00
H 0.735896 2.214442 0.170293 -0.02 0.20 -0.36
H 3.697949 1.504084 -2.408676 -0.09 -0.20 0.19
H 3.100926 2.892724 -1.556711 -0.31 -0.03 0.34
H 2.443498 2.436436 -3.101219 -0.34 0.01 0.00
C -3.182255 -1.959981 1.636718 0.68 0.19 0.31
C -2.151367 -1.105163 2.427173 -0.76 0.20 -0.17
O -1.396517 -0.390572 1.706526 0.06 0.00 0.24
O -2.247317 -1.111180 3.660578 0.26 -0.09 0.06
H -3.983918 -1.272375 1.367319 -0.12 -0.13 -0.14
H -3.563346 -2.760004 2.267242 -0.11 -0.03 -0.06
H -2.703166 -2.349133 0.738386 -0.20 -0.03 -0.09
```
Positions in Å, forces in eV/Å.

Output
net charge: -1
multiplicity: 1
orbital gap: 0.309 Eh

[7]
Density functional theory data (ωB97M-V/def2-TZVPD) for a gas-phase ion, C6H9N2O2S (charge -1) at a distorted geometry.

The geometry in XYZ format:
```
20
Properties=species:S:1:pos:R:3:forces:R:3
C -0.336243 2.988680 0.707459 -0.41 1.48 -2.39
O 0.217898 1.741409 0.377202 0.71 1.27 -0.73
C 0.522122 1.654862 -1.001391 0.67 -0.54 -0.13
O 0.128884 2.488998 -1.827643 0.13 -0.79 0.80
N 1.284862 0.607823 -1.177144 0.08 -0.46 -0.44
C 1.842318 -0.213798 -0.299645 0.60 -0.64 0.55
S 3.493868 -0.305634 0.041337 0.50 0.23 -0.38
N 1.134999 -1.179067 0.424306 -3.06 2.74 -1.42
C -0.312329 -1.192774 0.361237 -0.37 -0.28 -0.47
C -1.206751 -1.909137 -0.679541 3.72 -1.17 -1.32
C -1.016758 -2.497138 0.698364 -0.91 0.65 -0.61
H -0.672462 3.461297 -0.302097 -0.35 -0.95 1.77
H 0.347702 3.834785 1.007219 -0.20 -1.42 0.76
H -1.120067 2.629610 1.342523 -0.71 1.26 0.88
H 1.532792 -2.048968 0.469173 1.51 -2.12 0.40
H -0.722659 -0.198174 0.661479 0.15 -1.32 0.13
H -0.703397 -2.588074 -1.376438 0.44 0.61 -0.11
H -1.950515 -1.436144 -1.266758 -1.40 0.55 0.70
H -1.977011 -2.340527 1.120219 -0.34 -0.64 1.78
H -0.487261 -3.498031 0.720139 -0.77 1.53 0.25
```
Positions in Å, forces in eV/Å.

Output
net charge: -1
multiplicity: 1
orbital gap: 0.264 Eh
SMILES: CO/C([O-])=N\C(=S)NC1CC1

[8]
Density functional theory data (ωB97M-V/def2-TZVPD) for a gas-phase ion, C6H9N2O2S (charge +1) at a distorted geometry.

The geometry in XYZ format:
```
20
Properties=species:S:1:pos:R:3:forces:R:3
O 4.398093 -1.072772 -0.110617 -0.83 0.37 -0.24
S 3.587305 0.101717 -0.157921 -1.60 -2.08 1.75
O 4.132512 1.382678 -0.059931 0.99 2.26 -0.35
C 1.963250 0.119854 0.506799 -0.19 -3.68 -2.83
C 1.017175 1.191505 0.040100 -0.71 1.89 -0.67
C -0.332470 0.557845 0.566981 1.92 -0.79 -2.38
N -1.636429 0.842592 -0.184376 -2.08 -1.18 4.78
C -2.346374 -0.542614 -0.008878 -0.70 -0.84 -0.28
C -1.281454 -1.579190 -0.266490 -0.99 -2.32 -0.77
C -0.063964 -0.984245 0.304516 2.92 2.04 -1.81
N 1.183385 -1.241191 0.028333 -0.74 2.32 2.51
H 1.193597 2.192584 0.541488 -0.08 -1.15 -0.63
H 1.084065 1.361844 -1.123243 -0.54 -0.41 2.15
H -0.374303 0.770042 1.591975 -0.86 0.53 1.46
H -1.544201 1.130580 -1.120337 0.32 0.33 -1.61
H -2.315786 1.495161 0.341929 1.71 -0.67 -1.15
H -3.294646 -0.627287 -0.564653 0.72 0.30 -0.25
H -2.614059 -0.765504 1.010370 -0.19 1.30 0.81
H -1.212120 -1.665677 -1.334766 0.73 -0.06 -0.76
H -1.543569 -2.667931 -0.001270 0.20 1.84 0.27
```
Positions in Å, forces in eV/Å.

Output
net charge: +1
multiplicity: 1
orbital gap (alpha / beta): 0.297 / 0.297 Eh
SMILES: O=S(=O)=C1C[C@H]2[NH2+]CCC2=N1

What is the multiplicity in the eighth record? 1

Number 5 is which compound? C6H9N2O2